[1]
{"formula": "C25H27N3O4", "method": "ωB97M-V with the def2-TZVPD basis set", "elements": ["C", "N", "C", "C", "C", "N", "C", "O", "C", "O", "C", "C", "O", "C", "C", "C", "C", "C", "C", "C", "C", "O", "C", "C", "C", "C", "C", "N", "C", "C", "C", "C", "H", "H", "H", "H", "H", "H", "H", "H", "H", "H", "H", "H", "H", "H", "H", "H", "H", "H", "H", "H", "H", "H", "H", "H", "H", "H", "H"], "xyz": [[-3.4813, 4.4562, -0.9839], [-4.3210, 3.3304, -0.6312], [-5.5227, 3.3062, -1.4400], [-3.6063, 2.0701, -0.7004], [-2.6235, 1.9193, 0.4685], [-2.1457, 0.5677, 0.5851], [-2.4071, -0.2548, 1.6134], [-3.1070, -0.0707, 2.5947], [-1.6638, -1.5200, 1.3488], [-1.8064, -2.5196, 2.2197], [-0.9824, -1.4051, 0.1908], [-0.2039, -2.3694, -0.5898], [-0.0866, -2.2614, -1.7975], [0.4318, -3.4584, 0.1644], [0.8469, -3.5152, 1.4670], [1.4925, -4.7708, 1.6246], [2.1166, -5.4372, 2.6807], [2.6338, -6.6893, 2.4418], [2.5442, -7.2881, 1.1807], [1.9342, -6.6527, 0.1195], [1.4133, -5.3881, 0.3559], [0.7836, -4.5833, -0.5176], [-1.2370, -0.0249, -0.3756], [0.0455, 0.7611, -0.5063], [0.5572, 1.1062, -1.7476], [1.7409, 1.8052, -1.8592], [2.4649, 2.1973, -0.7235], [3.6231, 2.9268, -0.8319], [4.2542, 3.0747, -2.1218], [4.4169, 3.1938, 0.3426], [1.9384, 1.8375, 0.5268], [0.7581, 1.1329, 0.6262], [-4.0653, 5.3712, -0.9015], [-3.0857, 4.3833, -2.0100], [-2.6449, 4.5220, -0.2920], [-5.3145, 3.1641, -2.5121], [-6.1689, 2.4990, -1.0995], [-6.0527, 4.2487, -1.3124], [-3.0649, 1.9573, -1.6574], [-4.3392, 1.2626, -0.6253], [-3.1401, 2.1644, 1.3992], [-1.7632, 2.5838, 0.3418], [-2.4371, -2.2038, 2.8964], [0.7224, -2.7590, 2.2129], [2.1839, -4.9770, 3.6544], [3.1203, -7.2285, 3.2411], [2.9640, -8.2723, 1.0375], [1.8617, -7.1075, -0.8551], [-1.7112, -0.1069, -1.3608], [0.0313, 0.8103, -2.6431], [2.0995, 2.0444, -2.8460], [3.6150, 3.6490, -2.7971], [5.1897, 3.6169, -2.0071], [4.4724, 2.1058, -2.5851], [3.8305, 3.7482, 1.0783], [5.2710, 3.8088, 0.0682], [4.7893, 2.2744, 0.8106], [2.4545, 2.0981, 1.4356], [0.3807, 0.8662, 1.6038]], "e_above_lowest_kcal_mol": 51.8, "homo_ev": -7.70, "smiles": "CN(C)CCN1C(=O)C(O)=C(C(=O)c2cc3ccccc3o2)[C@@H]1c1ccc(N(C)C)cc1", "gap_ev": 7.415, "lumo_energy_ev": -0.284, "spin_multiplicity": 1}

[2]
{"formula": "C25H27N5O3", "method": "ωB97M-V with the def2-TZVPD basis set", "elements": ["C", "C", "C", "C", "C", "C", "C", "C", "C", "O", "N", "C", "C", "O", "N", "C", "C", "C", "C", "C", "C", "O", "N", "C", "C", "N", "C", "C", "C", "C", "N", "C", "C", "H", "H", "H", "H", "H", "H", "H", "H", "H", "H", "H", "H", "H", "H", "H", "H", "H", "H", "H", "H", "H", "H", "H", "H", "H", "H", "H"], "xyz": [[6.5309, 3.7845, 0.7510], [5.2221, 3.3446, 1.3303], [4.5493, 4.1194, 2.2655], [3.3346, 3.7134, 2.7864], [2.7613, 2.5109, 2.3825], [1.4767, 2.0496, 2.9141], [0.4635, 2.9463, 3.3711], [-0.6994, 2.4423, 3.8414], [-0.9319, 1.0155, 3.8779], [-1.9331, 0.4540, 4.2893], [0.1423, 0.2753, 3.3925], [-0.0113, -1.1528, 3.2652], [-0.4406, -1.5029, 1.8299], [-0.5576, -0.6663, 0.9682], [-0.6497, -2.8369, 1.6796], [-1.0506, -3.5271, 0.5264], [-1.4124, -4.8667, 0.6512], [-1.8086, -5.5846, -0.4614], [-1.8576, -4.9793, -1.7058], [-1.5104, -3.6412, -1.8324], [-1.4790, -2.9912, -3.1833], [-0.7348, -3.3994, -4.0582], [-2.3024, -1.9370, -3.3618], [-3.2705, -1.4190, -2.4266], [-2.9267, 0.0273, -2.0655], [-2.8746, 0.8273, -3.2773], [-2.6628, 2.2275, -2.9847], [-1.8643, 0.3026, -4.1797], [-2.2149, -1.1346, -4.5616], [-1.0903, -2.9207, -0.7222], [1.2749, 0.7626, 2.9324], [3.4395, 1.7261, 1.4492], [4.6483, 2.1402, 0.9322], [6.8945, 4.6835, 1.2421], [7.2778, 2.9994, 0.8579], [6.4195, 3.9926, -0.3130], [4.9821, 5.0535, 2.5945], [2.8467, 4.3277, 3.5288], [0.6237, 4.0121, 3.3117], [-1.5068, 3.0709, 4.1846], [-0.7866, -1.4627, 3.9723], [0.9435, -1.6342, 3.4887], [-0.5732, -3.4123, 2.5074], [-1.3775, -5.3438, 1.6208], [-2.0799, -6.6242, -0.3564], [-2.1598, -5.5362, -2.5788], [-3.3079, -2.0378, -1.5310], [-4.2543, -1.4322, -2.9121], [-3.7067, 0.4308, -1.4161], [-1.9714, 0.0566, -1.5131], [-3.4734, 2.5836, -2.3507], [-1.7074, 2.4158, -2.4707], [-2.6751, 2.7913, -3.9164], [-1.8450, 0.9229, -5.0785], [-0.8593, 0.3214, -3.7201], [-1.4470, -1.5680, -5.2038], [-3.1803, -1.1493, -5.0784], [-0.7894, -1.8924, -0.8258], [2.9932, 0.7959, 1.1348], [5.1600, 1.5253, 0.2055]], "e_above_lowest_kcal_mol": 33.6, "homo_ev": -8.40, "smiles": "Cc1ccc(-c2ccc(=O)n(CC(=O)Nc3cccc(C(=O)N4CCN(C)CC4)c3)n2)cc1", "gap_ev": 8.468, "lumo_energy_ev": 0.066, "spin_multiplicity": 1}